Entry P
{"formula": "C45H119N9O13", "method": "ωB97M-V/def2-TZVPD", "elements": ["C", "H", "H", "H", "C", "H", "N", "O", "H", "C", "H", "H", "C", "H", "N", "H", "H", "H", "H", "H", "H", "H", "H", "H", "H", "H", "H", "C", "H", "H", "H", "O", "H", "H", "C", "H", "C", "H", "H", "H", "C", "O", "C", "C", "H", "H", "O", "C", "C", "C", "H", "H", "H", "H", "O", "C", "C", "H", "H", "H", "H", "C", "H", "H", "C", "H", "H", "H", "H", "C", "C", "O", "C", "H", "H", "H", "C", "H", "H", "H", "H", "N", "H", "H", "C", "H", "H", "C", "C", "C", "H", "H", "H", "C", "H", "H", "H", "H", "O", "C", "H", "H", "H", "H", "H", "H", "H", "C", "H", "O", "C", "H", "C", "H", "C", "H", "C", "H", "H", "H", "H", "H", "H", "C", "H", "C", "C", "H", "H", "H", "H", "C", "H", "O", "H", "H", "N", "O", "O", "N", "H", "H", "C", "H", "H", "O", "H", "H", "H", "H", "C", "N", "H", "H", "H", "H", "N", "H", "H", "C", "H", "H", "C", "C", "H", "H", "H", "H", "H", "C", "H", "O", "H", "C", "H", "H", "H", "H", "C", "H", "N", "H", "H", "H", "N", "C"], "xyz": [[4.42, -3.17, -2.32], [-3.79, 0.83, 3.76], [0.03, 2.30, 4.62], [4.18, -4.16, 2.62], [0.50, 0.30, 4.91], [-1.37, -3.21, 2.58], [-3.11, 1.08, -1.51], [0.44, -0.35, -4.26], [7.29, 6.47, -5.06], [4.50, 6.42, -2.00], [-0.67, -0.36, -6.62], [-4.32, -5.02, -2.20], [-0.50, -0.80, 0.98], [-3.65, -5.75, -0.19], [4.63, 5.36, -1.01], [-4.84, 3.47, 0.21], [-1.32, 5.66, 0.38], [-0.46, 5.28, 1.95], [5.75, 7.53, -3.37], [3.43, 0.77, 0.99], [-0.97, 1.29, -6.13], [5.90, 3.88, -3.16], [0.43, -0.50, 5.66], [-4.41, 0.99, 0.16], [5.93, 2.86, -5.30], [0.43, 3.00, 7.11], [2.74, 1.05, -0.66], [5.82, 6.63, -2.76], [-4.25, -0.61, 5.51], [2.54, -6.14, 4.11], [3.41, -5.54, 1.96], [2.25, -4.30, 3.17], [-5.82, -0.73, 5.39], [1.56, -5.08, 5.00], [-2.70, 2.48, -1.21], [-5.82, -2.55, 3.00], [2.42, -5.08, 4.33], [2.51, 4.96, -0.93], [-3.34, -2.05, 3.05], [3.86, 3.23, 0.32], [-3.03, -6.62, -2.74], [5.69, 3.03, -2.70], [-3.29, -2.46, 4.07], [-5.78, -3.07, 3.96], [-3.19, 0.96, -2.52], [7.54, 4.69, -4.83], [-2.73, -3.75, 4.05], [-3.30, 2.78, 3.14], [2.04, 3.35, 2.55], [-3.34, 3.50, -2.09], [2.26, -1.55, 4.75], [-3.00, 1.63, -4.81], [1.91, 2.29, 6.28], [5.24, -2.60, -1.87], [-2.24, 4.27, 1.59], [-1.07, 4.91, 1.12], [-0.60, -1.94, -0.03], [4.88, 4.52, -1.52], [-4.25, -8.73, -3.94], [-3.98, 2.71, 2.29], [-1.46, 3.94, 3.54], [-0.80, 0.20, -3.83], [-2.64, -3.14, -2.52], [-1.05, -4.71, 3.32], [-2.00, 3.45, 2.72], [-6.18, 4.30, -0.49], [-4.97, 2.87, 4.48], [-1.98, 1.36, 5.16], [4.55, -3.92, 0.04], [0.61, 0.23, 0.65], [3.23, -3.27, -1.34], [1.81, 0.46, 4.44], [-4.64, -0.77, -1.06], [3.47, -0.64, 3.89], [-0.62, 1.28, -3.78], [0.34, 0.84, -0.22], [-4.67, -2.38, 4.74], [1.70, -3.85, 0.81], [-0.72, -3.29, 4.30], [-1.38, -4.32, -2.80], [6.17, -0.21, -3.06], [-1.80, -0.12, 0.99], [1.34, 0.79, -2.78], [2.42, 0.01, -4.01], [-4.40, 0.73, -0.90], [-2.04, -5.69, -0.53], [-1.62, 2.51, -1.39], [-3.26, -5.26, -2.11], [0.01, 1.63, 5.48], [5.82, 0.72, -2.61], [4.84, -1.61, -5.15], [-5.50, -3.11, -0.61], [4.84, 1.51, -4.87], [3.23, -4.49, 2.18], [6.48, 1.16, -5.38], [4.00, 4.46, 1.63], [-0.34, -1.12, 2.01], [-6.21, -2.68, -2.16], [1.81, -0.47, 0.50], [-1.91, -0.11, -4.82], [4.79, -4.19, -2.52], [-1.64, 2.30, 6.44], [0.72, 0.87, 1.53], [6.05, -2.37, -4.05], [-2.67, -1.70, 4.56], [-5.23, 1.30, -1.34], [1.07, 2.85, 2.60], [2.77, -3.70, 0.95], [-0.45, 4.22, 0.54], [4.01, -2.52, -3.51], [-2.46, -4.17, -2.84], [2.00, 4.22, 3.21], [-1.41, -3.71, 3.56], [-3.18, 3.31, -3.14], [-4.09, 3.47, 4.23], [6.15, 0.80, -1.57], [3.42, 4.13, 0.77], [-0.99, -1.62, -1.00], [-3.18, -6.53, -3.83], [-6.76, -2.97, 4.44], [-4.58, -9.46, -2.32], [2.31, -3.65, -1.79], [-1.25, -2.71, 0.39], [7.28, 5.63, -4.36], [-2.70, -4.19, -3.90], [2.92, 0.32, 0.13], [6.31, 1.92, -3.37], [3.29, -4.77, 4.92], [-1.90, 0.36, 0.10], [4.27, 7.35, -1.47], [2.78, 2.60, 2.83], [5.04, -2.43, -4.45], [-2.94, 2.75, -0.18], [-5.98, -1.09, -0.80], [-3.95, -1.36, -0.44], [8.05, 5.83, -3.60], [-2.97, 1.39, 3.54], [-4.01, -7.53, -2.25], [6.05, 5.52, -3.62], [3.58, -4.13, -0.19], [-1.28, 2.73, 2.31], [3.06, -2.27, -0.94], [-5.10, 4.20, -0.56], [3.63, -0.40, -0.29], [-2.47, 0.95, 2.76], [-4.74, 3.73, -1.84], [-2.28, 0.37, -6.89], [-2.06, -7.06, -2.49], [3.79, 6.23, -2.81], [1.97, -1.08, 3.06], [0.90, 2.13, 6.64], [-1.34, 1.45, 5.97], [-4.64, -2.74, 5.77], [-0.21, 0.07, 4.10], [0.98, 1.34, 7.39], [-2.90, 4.47, -1.79], [-4.97, -0.97, 4.88], [4.73, 0.66, -2.54], [-2.48, -0.87, 1.05], [-1.43, 0.31, -6.22], [-1.04, -0.14, -2.82], [1.73, -0.97, -2.76], [2.39, -0.75, 4.02], [1.53, -0.09, -3.39], [-3.79, 0.25, -5.14], [-4.38, -0.96, -2.11], [-7.24, -2.66, -0.74], [3.15, 6.15, 0.17], [-4.36, 4.48, 3.91], [-6.23, -2.46, -1.09], [6.67, 6.63, -2.07], [2.09, 3.87, 1.23], [5.04, -3.32, -5.10], [5.86, 1.88, -4.83], [-2.10, -1.18, -4.76], [-2.98, -9.29, -2.79], [-5.56, -4.13, 3.91], [-3.58, 3.52, 5.20], [-3.94, -8.79, -2.89], [0.34, -2.47, -0.21], [-2.93, -5.23, -0.68], [2.84, -2.62, 1.16], [7.39, 2.01, -3.20], [-4.63, 5.15, -0.32], [-3.12, 0.67, -4.49], [3.38, 5.19, -0.30]], "mulliken_charge": [-0.71, 0.18, -0.64, 0.40, -0.13, -0.10, 0.13, -0.48, 0.32, -0.62, 0.36, 0.18, 1.73, 0.28, -0.18, -0.06, 0.42, 0.35, 0.40, 0.23, 0.36, 0.36, 0.51, -0.16, 0.36, 0.48, 0.23, -0.70, 0.18, 0.37, 0.50, -0.02, 0.23, 0.26, 0.87, 0.25, -0.99, 0.36, -0.23, 0.02, -0.79, -0.48, 0.40, -1.42, -0.14, 0.31, -0.53, 1.15, -0.42, -0.89, 0.44, 0.24, 0.29, 0.34, -0.39, -0.77, -0.38, 0.30, 0.30, -0.51, 0.71, 0.18, -0.09, 0.38, 0.45, 0.31, 0.44, 0.18, 0.30, -0.88, 0.86, -0.33, 0.04, 0.38, 0.30, 0.41, 0.23, 0.02, 0.23, 0.31, 0.33, 1.28, 0.30, 0.07, -0.38, 0.24, 0.23, 0.46, 1.61, -1.25, 0.23, 0.22, 0.12, -1.09, 0.37, 0.34, -0.22, 0.28, 0.70, 0.47, 0.35, 0.31, -0.57, 0.41, -0.03, 0.59, -0.62, 0.62, 0.17, -0.14, -1.20, 0.46, -0.11, 0.14, -1.85, 0.43, -0.26, -0.68, 0.38, 0.43, 0.26, 0.15, 0.42, -0.87, 0.51, -1.00, 0.71, 0.34, -0.55, 0.47, 0.53, -0.96, -0.80, -0.48, 0.06, 0.34, 0.25, -0.30, -0.51, -0.42, -0.74, -0.74, -0.32, 0.25, -0.48, -0.40, 0.43, 0.39, 0.32, 0.12, -1.62, -0.61, 0.35, -0.48, 0.34, 0.48, -0.61, -0.04, -0.34, -1.53, -0.38, 0.03, -0.85, -0.22, 0.29, 0.22, 0.36, 0.36, 0.44, -0.73, 0.38, 0.03, 0.33, -1.05, 0.15, 0.31, 0.32, 0.29, -0.78, -0.68, -0.46, -0.25, 0.26, 0.28, -0.58, -0.89], "smiles": "COC[C@H](C)N.COC[C@H](C)N.COC[C@H](C)N.COC[C@H](C)N.COC[C@H](C)N.COC[C@H](C)N.COCCNCCOC.COCCNCCOC.COCCNCCOC.CC(C)O", "total_charge": 0, "homo_energy_ev": -8.21, "mol_weight_g_mol": 994.50, "orbital_gap_ha": 0.32564}

=====

Entry Q
{"formula": "C45H119N9O13", "method": "ωB97M-V/def2-TZVPD", "elements": ["H", "H", "C", "H", "H", "C", "H", "C", "C", "N", "H", "H", "H", "H", "H", "H", "H", "H", "H", "H", "H", "H", "H", "H", "H", "H", "H", "C", "C", "C", "H", "H", "N", "C", "N", "C", "H", "C", "H", "H", "O", "H", "H", "H", "H", "H", "N", "H", "H", "H", "C", "H", "C", "H", "H", "H", "H", "H", "O", "H", "H", "H", "C", "N", "H", "H", "C", "H", "H", "O", "H", "N", "H", "N", "H", "H", "C", "H", "C", "O", "H", "H", "O", "H", "H", "O", "C", "H", "H", "H", "H", "H", "C", "H", "C", "H", "H", "H", "O", "H", "H", "O", "C", "C", "C", "H", "H", "C", "H", "H", "N", "C", "H", "H", "H", "H", "H", "H", "H", "H", "C", "H", "H", "H", "H", "H", "H", "H", "O", "H", "H", "C", "C", "H", "O", "H", "H", "C", "H", "H", "C", "C", "H", "H", "C", "H", "H", "C", "C", "H", "H", "H", "H", "C", "H", "C", "C", "C", "C", "H", "N", "C", "H", "H", "H", "C", "O", "H", "H", "H", "C", "H", "C", "H", "O", "O", "C", "H", "H", "H", "H", "C", "C", "H", "H", "H"], "xyz": [[0.12, 2.00, -1.97], [4.69, 4.41, 1.87], [-3.43, -5.53, 1.11], [-4.97, -3.16, -5.82], [-5.28, -4.57, -4.79], [5.33, 3.73, -2.14], [-2.07, -5.91, -0.55], [-0.37, 6.15, -3.35], [-3.47, -0.62, 2.73], [4.54, 2.27, -0.40], [6.35, -0.20, 0.95], [1.98, 5.60, 3.83], [3.24, 2.90, 3.12], [3.97, -1.44, 4.40], [1.55, 3.21, 3.03], [-6.61, -3.57, -5.30], [-5.14, 0.15, -2.71], [1.98, -2.83, -4.29], [-2.91, 2.04, 5.50], [-0.08, -1.25, -4.78], [5.19, 0.43, 3.66], [3.78, -3.08, -1.31], [4.33, -1.42, 0.80], [-0.88, 4.80, 6.53], [-3.21, -2.51, -4.15], [-5.09, -0.89, -5.00], [4.58, 4.45, -1.83], [5.66, 1.24, -2.25], [4.10, -3.03, -0.27], [0.72, 2.91, -2.02], [1.08, -0.22, -6.28], [5.05, 0.33, -2.27], [-6.38, -3.00, -2.75], [6.28, 0.88, 1.10], [-2.19, 2.67, 5.89], [-7.07, -0.67, -2.22], [-2.14, 5.04, -2.92], [-3.01, -7.69, -0.05], [-1.23, -2.74, -1.55], [4.22, 1.27, 0.84], [1.62, -0.79, -5.73], [4.18, 3.15, 0.00], [0.23, 4.19, 5.29], [-7.09, -0.05, -1.31], [0.37, -2.61, 5.72], [-4.98, -1.03, -0.83], [-0.54, 6.21, -4.82], [1.50, 5.02, -3.56], [4.69, -5.09, 0.25], [-8.05, -2.09, 0.02], [4.70, 2.36, -1.85], [4.30, 5.75, 1.26], [0.95, -0.36, 0.74], [-0.72, 5.55, 5.00], [7.12, 1.25, 1.68], [1.32, -1.07, 1.49], [-2.15, 2.34, 3.21], [3.76, 2.33, -2.40], [-0.29, -2.34, 0.28], [1.02, -2.38, -2.91], [-1.38, 2.06, 5.97], [-2.45, 6.76, -2.92], [6.86, 0.32, -4.12], [4.92, 2.68, 2.15], [-1.13, -2.39, 2.58], [-7.86, -3.61, -0.60], [0.46, -1.34, -0.34], [-4.45, -5.77, 1.40], [3.46, 0.80, 3.28], [-6.15, -4.32, -2.31], [-8.07, -0.73, -2.64], [-3.90, -5.67, -1.34], [3.75, 1.64, -0.24], [3.99, 4.77, 1.21], [7.48, 0.78, -4.89], [3.21, -3.20, 0.35], [5.12, -4.11, 0.06], [-2.28, -7.86, 0.76], [2.74, 4.74, 1.99], [4.61, -1.71, -0.10], [1.33, -1.75, -0.87], [2.17, 8.67, 2.11], [-1.31, 4.21, 2.63], [-1.23, -3.56, 3.79], [-3.38, -4.44, 1.07], [2.92, -1.50, -3.11], [1.86, 7.67, 2.43], [-3.50, -10.17, -0.85], [-3.18, -2.04, 4.76], [0.03, 3.47, 1.21], [-0.90, 5.31, -5.14], [-0.89, -0.17, 1.75], [-2.57, -9.71, -1.18], [0.08, 7.11, -3.07], [3.69, -1.80, 3.40], [1.89, 5.02, 1.36], [5.53, -3.75, 1.02], [6.18, -0.36, -4.65], [-2.83, -0.17, 3.90], [1.71, 2.79, -2.46], [-3.66, 0.23, 2.09], [6.15, 1.41, -3.58], [-0.79, 4.57, 5.47], [-5.57, -1.93, -0.62], [-5.56, -3.53, -4.98], [6.53, 1.26, -1.60], [7.49, -0.16, -3.37], [4.92, 1.26, 1.68], [-1.34, 6.82, -4.94], [-0.75, 0.97, 0.43], [2.11, 0.43, 0.28], [0.63, 5.09, -2.90], [3.55, -1.38, -3.83], [4.20, -2.76, 3.27], [5.73, 2.79, 2.75], [-6.44, 0.80, -3.62], [-3.52, -6.02, -2.22], [-0.52, 2.58, 3.69], [-3.79, -1.54, -2.84], [0.40, -2.72, 3.40], [2.87, 5.68, 3.20], [5.61, 3.83, -3.19], [-3.68, -3.31, -2.69], [0.86, 3.27, -1.00], [3.71, 5.29, 3.78], [-4.44, -1.07, 2.96], [1.09, 7.81, 3.20], [-0.54, -0.67, 4.38], [6.31, -4.08, -0.73], [6.39, 1.27, 0.09], [-1.62, 5.97, -1.57], [-1.03, -1.61, 4.64], [-3.96, -2.48, -3.36], [2.36, 2.63, 1.61], [4.19, -0.89, 2.45], [-1.57, 2.86, 1.11], [-6.80, -1.25, -4.85], [-5.86, -1.19, -4.28], [-3.93, -8.15, 0.34], [2.80, 0.52, 1.02], [-1.71, 6.00, -2.66], [-6.06, -0.15, -3.22], [-2.33, -10.10, -2.17], [0.91, -0.07, -3.90], [-1.02, 3.78, 1.33], [0.07, 1.31, 1.93], [6.48, -3.17, -0.97], [4.42, 0.46, 2.88], [-0.19, 0.50, 1.25], [5.16, 3.21, 1.31], [1.04, 5.39, -1.92], [-2.74, -5.87, 1.88], [-2.90, -1.36, 2.16], [1.72, -1.99, -3.64], [-0.09, -0.79, -1.12], [-1.20, -3.07, -0.51], [-1.88, 3.69, 4.87], [0.94, -1.00, -4.49], [-7.98, -2.58, -0.96], [6.24, 3.85, -1.53], [-0.43, -2.01, 5.91], [-6.71, -2.08, -1.64], [1.30, 7.21, 1.61], [-1.23, 4.58, 0.62], [-0.83, -4.10, -0.57], [-2.50, -1.19, 4.82], [-2.60, -8.32, -1.23], [-4.94, -2.82, -0.47], [-2.60, -0.78, 5.82], [-8.88, -2.41, -1.54], [-3.08, -6.17, -0.23], [-2.20, -3.09, -0.09], [-0.67, -2.65, 3.54], [-5.25, -4.30, -1.93], [3.04, 7.03, 2.81], [-0.02, 3.83, -2.80], [-1.46, 3.13, 3.54], [-2.76, 4.31, 4.71], [-5.99, -1.68, 0.36], [2.62, -0.22, -0.33], [-1.76, -10.08, -0.53], [-5.46, -2.57, -3.77], [2.47, 3.32, 2.45], [2.60, -1.88, 3.38], [-1.02, -2.69, 6.40], [-4.76, -6.24, -1.30]], "mulliken_charge": [0.01, 0.18, -1.28, 0.39, 0.32, -1.87, -0.02, 0.19, -0.72, 0.86, 0.25, 0.27, 0.93, 0.45, -0.31, 0.50, 0.25, 0.46, 0.24, 0.38, 0.66, 0.09, 0.06, 0.48, 0.57, 0.43, 0.38, -0.53, 0.14, 0.69, 0.32, 0.01, 0.16, -1.70, -0.77, -1.36, 0.28, -1.08, 0.30, -0.94, -0.59, -0.01, 0.16, 0.38, 0.29, 0.29, -0.76, 0.36, 0.41, 0.39, 1.09, 0.39, 1.98, 0.27, 0.38, -0.59, -0.06, -0.55, -0.22, 0.12, 0.32, 0.39, -0.77, -0.62, -0.33, 0.40, -1.34, 0.41, 0.43, -0.51, 0.41, -0.43, 0.10, -0.56, 0.28, 0.06, -0.61, 0.46, 0.46, 0.22, -0.24, 0.31, -0.43, 0.47, -0.01, -0.24, -0.64, 0.31, 0.30, -0.26, 0.29, -0.92, -0.77, 0.26, -1.12, -0.12, 0.24, 0.23, -0.21, 0.10, 0.27, -0.42, -1.31, -1.56, -2.05, 1.00, 0.31, 1.16, 0.29, 0.50, 0.26, -0.40, 0.17, 0.31, 0.24, 0.40, 0.24, -0.18, 0.20, -0.01, -0.71, 0.41, -0.15, -0.31, 0.48, 0.45, 0.29, -0.29, -0.62, 0.31, 0.10, 1.37, -1.20, -0.10, -0.17, 0.47, 0.38, -1.34, 0.49, -0.81, -1.06, -0.48, 0.26, 0.02, 0.18, -0.97, 0.32, -1.35, 1.16, 0.29, 0.13, 0.45, 0.06, -0.38, 0.61, 0.07, 0.13, -0.09, -1.84, 0.33, -0.79, 1.92, 0.21, -0.09, 0.20, -0.98, -0.29, -0.08, 0.39, 0.39, 0.63, -0.47, -0.73, 0.33, -0.43, -0.49, 0.51, 0.43, 0.60, -0.02, 0.30, 1.97, -0.31, 0.24, 0.29, 0.26], "smiles": "CC1(C)CCCC(C)(C)N1O.COC[C@H](C)N.COC[C@H](C)N.COC[C@H](C)N.COC[C@H](C)N.COC[C@H](C)N.COC[C@H](C)N.COC[C@H](C)N.COC[C@H](C)N.OCCO.OCCO", "total_charge": 0, "homo_energy_ev": -8.35, "mol_weight_g_mol": 994.50, "orbital_gap_ha": 0.31659}

=====

Q: Which of them is the most stable? A: entry P.